{
  "formula": "C25H65BF4N11O9",
  "method": "ωB97M-V with the def2-TZVPD basis set",
  "total_charge": -1,
  "homo_lumo_gap_ev": 8.49,
  "lumo_ev": 2.29,
  "elements": ["B", "F", "F", "F", "F", "C", "O", "C", "C", "N", "C", "C", "O", "C", "H", "H", "H", "H", "H", "H", "H", "H", "H", "H", "H", "H", "H", "H", "H", "C", "O", "C", "C", "N", "C", "C", "O", "C", "H", "H", "H", "H", "H", "H", "H", "H", "H", "H", "H", "H", "H", "H", "H", "C", "C", "C", "C", "C", "C", "N", "O", "C", "C", "C", "H", "H", "H", "H", "H", "H", "H", "H", "H", "H", "H", "H", "H", "H", "H", "H", "H", "H", "H", "C", "O", "N", "N", "H", "H", "H", "H", "C", "O", "N", "N", "H", "H", "H", "H", "C", "O", "N", "N", "H", "H", "H", "H", "C", "O", "N", "N", "H", "H", "H", "H"],
  "coordinates": [[0.67976, -1.02232, -0.40968], [0.89733, 0.21502, 0.24837], [1.70384, -1.90903, -0.01232], [-0.59026, -1.47753, -0.09561], [0.80071, -0.83408, -1.80977], [-2.06944, 4.32066, -3.40592], [-1.37690, 3.28259, -4.04410], [-1.23683, 2.14716, -3.19753], [-0.81831, 0.95239, -4.06221], [-1.96255, 0.20568, -4.57309], [-2.67990, 0.93490, -5.60438], [-3.62547, 0.06818, -6.43248], [-2.85799, -0.50374, -7.48163], [-3.34149, -1.71344, -8.01745], [-3.09000, 4.01869, -3.13788], [-2.21591, 5.12952, -4.12717], [-1.62632, 4.80717, -2.53171], [-2.16088, 1.92778, -2.65141], [-0.46940, 2.28378, -2.42824], [-0.16343, 0.32013, -3.46672], [-0.20330, 1.41966, -4.84609], [-1.61231, -0.64500, -5.00558], [-1.94038, 1.38697, -6.28518], [-3.21825, 1.82998, -5.28155], [-4.36068, 0.70645, -6.93159], [-4.06760, -0.67837, -5.76748], [-4.24945, -1.49196, -8.58683], [-3.43180, -2.52962, -7.29540], [-2.60391, -2.09212, -8.72829], [5.68989, -2.61510, 2.45316], [4.58599, -2.41033, 3.33084], [4.10313, -1.07602, 3.24923], [2.59526, -1.08259, 3.29429], [2.09729, -1.84018, 4.45625], [0.64488, -1.86713, 4.46920], [0.03698, -3.23506, 4.71961], [-1.36366, -3.04521, 4.57585], [-2.04835, -4.27735, 4.73911], [5.34184, -2.76170, 1.43273], [6.16652, -3.54217, 2.78191], [6.45362, -1.84868, 2.59124], [4.33709, -0.58574, 2.29689], [4.60371, -0.45070, 3.99592], [2.20938, -1.61464, 2.41128], [2.10205, -0.11296, 3.21073], [2.49957, -2.76673, 4.42029], [0.13067, -1.51966, 3.55644], [0.22368, -1.09990, 5.13039], [0.22943, -3.55527, 5.75402], [0.42596, -4.00069, 4.03945], [-1.52842, -5.05238, 4.16772], [-3.07127, -4.17718, 4.38772], [-2.03641, -4.58427, 5.79200], [1.72190, 2.91008, 2.98926], [0.28477, 3.03392, 3.51970], [0.02234, 4.45584, 4.02159], [-0.22055, 5.52810, 2.95548], [-1.40672, 5.04439, 2.12598], [-1.16467, 3.64436, 1.50311], [-0.73150, 2.70736, 2.51649], [-0.66434, 1.40414, 2.00876], [-2.50630, 3.20764, 0.93388], [-0.18954, 3.82429, 0.32665], [0.10984, 2.09108, 4.71379], [2.44932, 2.74248, 3.78465], [2.02763, 3.82105, 2.46667], [1.85906, 2.10342, 2.26548], [-0.78689, 4.48043, 4.75658], [0.87902, 4.79729, 4.61584], [0.65624, 5.63440, 2.31554], [-0.45759, 6.41805, 3.53881], [-1.78580, 5.68161, 1.32623], [-2.23331, 4.94146, 2.83987], [-3.01113, 3.92563, 0.27116], [-2.47638, 2.36400, 0.23873], [-3.24527, 3.03978, 1.71896], [0.06964, 2.83493, -0.05927], [-0.52384, 4.50313, -0.45941], [0.76438, 4.29417, 0.59529], [0.94918, 2.27390, 5.38899], [0.16902, 1.05301, 4.38744], [-0.82207, 2.23822, 5.25703], [0.10457, 1.36436, 1.41774], [4.58778, 0.48530, -0.10102], [5.75673, 0.86438, -0.04255], [3.49407, 1.27243, 0.07285], [4.26553, -0.81052, -0.38185], [2.60089, 0.80058, 0.16027], [3.58596, 2.25951, 0.21116], [3.31357, -1.14947, -0.42762], [5.06758, -1.40987, -0.44205], [-3.84914, -1.43922, -1.82470], [-4.20855, -2.17866, -0.92569], [-2.67880, -0.72141, -1.74860], [-4.43457, -1.36217, -3.06090], [-2.20578, -0.87412, -0.86643], [-2.18129, -0.40029, -2.56806], [-5.33196, -1.78645, -3.19215], [-3.99617, -0.72938, -3.70650], [3.09976, -2.83952, -3.80549], [4.04970, -3.39702, -4.35654], [2.68164, -3.22675, -2.56716], [2.31399, -1.89732, -4.37493], [3.28230, -3.83075, -2.03812], [1.99119, -2.70902, -2.05008], [2.48776, -1.61996, -5.32175], [1.70583, -1.34725, -3.79157], [-1.47539, -4.86500, 0.86693], [-2.58100, -4.35513, 0.84290], [-0.35449, -4.18955, 0.47954], [-1.21725, -6.07660, 1.44953], [0.56031, -4.57367, 0.33783], [-0.47776, -3.21971, 0.16744], [-0.26718, -6.32047, 1.65352], [-1.96397, -6.65328, 1.78344]],
  "forces_ev_per_angstrom": [[0.006, 0.432, -0.212], [0.117, -0.122, -0.270], [-0.477, -0.219, 0.015], [0.431, -0.034, 0.161], [-0.006, -0.024, 0.169], [-1.017, 0.854, -0.576], [0.108, 0.085, 0.722], [0.258, -0.678, -0.020], [0.008, 0.945, 0.371], [-0.036, -0.158, -0.081], [0.134, 0.762, -1.122], [0.806, 0.536, -0.210], [0.678, -0.722, 0.446], [0.265, 0.189, -0.565], [0.076, -0.239, 0.212], [0.220, -0.123, -0.165], [0.491, -0.559, 0.110], [-0.179, 0.056, -0.171], [0.092, 0.398, -0.090], [-0.211, -0.251, -0.018], [-0.012, -0.305, -0.247], [-0.039, -0.019, 0.026], [-0.131, -0.160, -0.295], [-0.065, -0.352, 0.821], [-0.415, -0.095, 0.446], [-0.274, -0.164, -0.333], [-0.297, -0.490, 0.213], [-0.487, 0.277, 0.295], [0.084, 0.328, -0.070], [-0.078, -0.815, 1.070], [0.264, 0.308, -0.505], [-0.254, 0.850, -0.572], [-0.588, -1.397, 0.194], [-0.144, 0.890, 0.039], [-0.775, 0.259, -0.431], [-0.473, 0.937, 0.925], [0.010, -0.742, -0.150], [0.472, 0.193, 0.064], [0.175, 0.387, -0.182], [-0.111, -0.100, -0.092], [-0.152, 0.313, -0.439], [0.322, -0.388, -0.123], [-0.299, -0.140, 0.385], [0.401, 0.127, -0.307], [0.434, 0.270, 0.480], [-0.098, -0.063, -0.097], [0.758, -0.309, -0.581], [0.258, -0.462, 0.722], [0.192, -0.190, -0.025], [-0.045, 0.074, -0.220], [-0.218, -0.108, -0.144], [0.024, 0.110, -0.052], [-0.100, 0.009, 0.075], [0.336, 0.300, -0.402], [-0.200, -0.158, -0.007], [0.657, 0.595, 0.323], [-0.508, -0.938, -0.046], [-0.331, -0.604, 0.715], [-0.162, 1.538, -0.723], [-0.970, 0.267, 0.491], [0.382, 0.248, 0.260], [-1.092, -0.287, -0.790], [1.077, -0.127, 0.129], [0.516, -0.223, -0.142], [-0.089, 0.003, 0.082], [-0.027, 0.026, 0.036], [-0.174, -0.149, 0.143], [-0.317, -0.236, -0.317], [0.195, -0.334, -0.065], [0.101, 0.411, 0.203], [0.171, 0.408, -0.542], [0.396, 0.289, 0.025], [-0.128, -0.061, -0.121], [0.596, 0.658, 0.284], [0.341, -0.464, 0.617], [0.237, -0.388, 0.124], [-0.122, 0.147, -0.440], [-0.597, -0.413, -0.097], [-0.051, -0.221, 0.442], [-0.104, -0.074, 0.172], [-0.048, 0.021, 0.009], [-0.104, 0.088, -0.189], [-0.172, -0.260, 0.034], [0.477, 0.010, -0.270], [-0.443, 0.095, 0.077], [-0.233, -0.234, 0.094], [0.378, 0.149, 0.038], [0.063, 0.626, -0.065], [0.104, -0.022, 0.101], [0.422, -0.131, 0.056], [-0.227, -0.242, -0.144], [1.302, -0.902, -0.086], [-0.749, 0.605, -0.180], [-0.442, 0.234, 0.867], [-0.088, 0.132, 0.100], [0.156, 0.078, -0.507], [-0.310, -0.183, 0.185], [0.004, 0.074, -0.142], [-0.357, 0.017, -0.208], [0.704, -1.271, 0.005], [-0.461, 0.552, -0.037], [-0.168, 0.023, 0.493], [-0.355, 0.495, -0.214], [0.134, 0.026, -0.144], [0.025, 0.057, -0.059], [0.191, 0.060, 0.072], [-0.039, 0.028, -0.094], [-0.176, 1.036, 0.794], [0.111, -0.577, -0.239], [0.110, 0.966, -0.584], [0.362, -0.623, -0.194], [-0.104, -0.348, 0.118], [-0.154, -0.873, 0.302], [-0.056, -0.210, 0.065], [-0.098, 0.134, -0.005]],
  "lowdin_charge": [-1.23, 0.09, 0.09, 0.14, 0.10, -0.13, -0.18, -0.21, -0.19, -0.07, -0.20, -0.20, -0.20, -0.12, 0.09, 0.08, 0.07, 0.12, 0.12, 0.09, 0.13, 0.13, 0.12, 0.12, 0.12, 0.11, 0.09, 0.09, 0.08, -0.10, -0.19, -0.22, -0.19, -0.05, -0.23, -0.23, -0.18, -0.11, 0.07, 0.08, 0.09, 0.09, 0.13, 0.11, 0.10, 0.09, 0.12, 0.11, 0.12, 0.12, 0.07, 0.09, 0.08, -0.02, -0.50, -0.15, -0.17, -0.14, -0.51, -0.10, 0.00, -0.04, -0.02, -0.02, 0.09, 0.07, 0.06, 0.12, 0.12, 0.10, 0.11, 0.11, 0.12, 0.08, 0.08, 0.09, 0.07, 0.07, 0.07, 0.09, 0.06, 0.09, 0.05, -0.70, -0.01, 0.18, 0.17, 0.06, 0.10, 0.06, 0.10, -0.67, 0.03, 0.17, 0.14, 0.08, 0.04, 0.09, 0.04, -0.69, -0.01, 0.16, 0.16, 0.10, 0.06, 0.10, 0.07, -0.68, 0.04, 0.16, 0.13, 0.09, 0.07, 0.08, 0.09]
}